Entry from OMol25: a single C5H5Cl molecule at a distorted geometry (wB97M-V/def2-TZVPD).

XYZ file:
```
11
Properties=species:S:1:pos:R:3:lowdin_charge:R:1
Cl 3.561 0.939 -2.020 0.582
C -2.250 -0.146 1.064 -0.133
C 0.253 -0.406 -0.092 -0.071
C 1.695 -0.166 -0.303 -0.202
C -0.878 -0.341 0.348 -0.057
C 2.060 0.293 -1.460 -0.625
H 2.257 -0.287 0.678 0.138
H 1.351 0.655 -2.349 0.115
H -3.238 0.270 0.510 0.108
H -2.557 -1.155 1.509 0.065
H -2.255 0.345 2.114 0.081
```

Output
Energy above the lowest of the compared OMol25 structures with the same formula, charge and spin in eV: 2.842
Charge: 0
Calculated total energy in hartree: -653.5763
Highest occupied orbital energy in Eh: -0.3314
SMILES string: CC#C/C=C/Cl
LUMO in eV: 0.9